No. 1
16
Properties=species:S:1:pos:R:3:mulliken_charge:R:1 method="wB97M-V/def2-TZVPD" smiles="C[C@H]1C[C@H]1C1=NC1" charge=0 e_lumo_ev=1.07 spin_multiplicity=1 homo_lumo_gap_ev=10.8 e_tot_ev=-7855.4770 e_above_lowest_kcal_mol=61.9
C 1.32454 -0.89234 0.76678 -1.356
C 1.26343 0.09321 -0.37779 0.212
C 0.33120 -0.08701 -1.52654 -0.744
C -2.07148 -0.00644 0.83585 -0.409
C 0.09569 1.04790 -0.54936 -0.031
C -1.07925 0.89500 0.29550 0.232
N -1.97843 1.51142 0.91899 -0.653
H 0.34541 -1.33678 0.96584 0.260
H 2.02144 -1.70447 0.53421 0.370
H 1.66634 -0.40383 1.68603 0.323
H 2.22024 0.54750 -0.62782 0.342
H 0.65158 0.16532 -2.53186 0.269
H -2.84989 -0.41523 0.18954 0.223
H -0.38120 -0.90686 -1.46544 0.268
H -1.87836 -0.57182 1.74794 0.255
H 0.31876 2.06444 -0.86189 0.438



No. 2
16
Properties=species:S:1:pos:R:3:mulliken_charge:R:1 method="wB97M-V/def2-TZVPD" charge=0 e_lumo_ev=0.98 spin_multiplicity=1 homo_lumo_gap_ev=9.8 e_tot_ev=-7856.0590 e_above_lowest_kcal_mol=48.4
C 2.56863 -0.30435 0.17852 -1.092
C 1.13798 0.06894 -0.09084 0.649
C 0.01337 -0.75982 -0.16978 -0.869
C -1.11849 0.03704 0.01719 0.894
C -2.55083 -0.41714 0.00595 -1.165
C -0.65457 1.34285 0.17094 -0.664
N 0.69772 1.42244 0.15003 -0.599
H 2.69369 -0.56915 1.23364 0.235
H 2.86713 -1.16741 -0.42311 0.339
H 3.24906 0.52405 -0.03715 0.326
H 0.03025 -1.83099 -0.32913 0.407
H -3.23189 0.39925 0.26273 0.323
H -2.72115 -1.22678 0.72324 0.291
H -2.84351 -0.79426 -0.97962 0.264
H -1.24759 2.24795 0.25060 0.416
H 1.11019 1.02739 -0.96322 0.246



No. 3
16
Properties=species:S:1:pos:R:3:mulliken_charge:R:1 method="wB97M-V/def2-TZVPD" charge=0 e_lumo_ev=-0.24 spin_multiplicity=1 homo_lumo_gap_ev=8.2 e_tot_ev=-7854.5832 e_above_lowest_kcal_mol=82.5
C -2.04347 -1.43084 -0.61418 -0.978
C -1.18592 -0.48931 -0.22425 0.444
C -0.08606 0.15903 -0.93563 -0.468
C 0.56768 0.94308 -0.05797 0.912
C 1.80984 1.73973 -0.28501 -1.162
C -0.08761 0.89853 1.29996 -0.780
N -1.09894 0.05815 1.08457 0.138
H -2.77911 -1.84917 0.06708 0.255
H -2.01638 -1.81776 -1.62746 0.264
H 1.03491 -2.23214 1.04374 0.153
H 0.13454 -0.01620 -1.98279 0.354
H 2.64635 1.28241 0.25713 0.245
H 1.69790 2.75388 0.11099 0.301
H 2.07236 1.79134 -1.34579 0.314
H 1.07872 -1.57844 1.39647 -0.152
H -1.74480 -0.21231 1.81314 0.160